[1]
Computed, not measured: a structure of composition C32H50ClMoO3P in a non-equilibrium geometry, with ωB97M-V/def2-TZVPD.

```
88
C32H50ClMoO3P | OMol25 | ωB97M-V/def2-TZVPD
Mo 0.159 -0.219 0.889
P -0.338 -0.044 -1.412
Cl -2.163 -0.735 1.306
C 0.607 -2.074 0.604
H 1.563 -2.497 0.265
H -0.196 -2.832 0.729
C -1.670 1.256 -1.365
C -1.110 -1.643 -1.995
C -1.942 1.994 -2.693
H -2.583 0.696 -1.098
C -3.151 2.919 -2.522
H -1.062 2.587 -2.978
H -2.133 1.287 -3.512
C -2.985 3.889 -1.337
H -3.318 3.486 -3.448
H -4.045 2.301 -2.352
C -2.585 3.193 -0.038
H -2.222 4.634 -1.602
H -3.922 4.438 -1.187
C -1.387 2.233 -0.226
H -2.334 3.938 0.724
H -3.431 2.608 0.348
H -0.490 2.830 -0.458
H -1.213 1.700 0.741
C 1.013 0.430 -2.588
C -0.040 -2.659 -2.413
H -1.613 -2.017 -1.086
C -0.677 -4.027 -2.680
H 0.472 -2.306 -3.320
H 0.730 -2.765 -1.642
C -1.801 -3.951 -3.713
H 0.095 -4.728 -3.015
H -1.078 -4.424 -1.738
C -2.820 -2.844 -3.408
H -1.364 -3.773 -4.704
H -2.317 -4.916 -3.765
C -2.179 -1.486 -3.090
H -3.511 -2.732 -4.250
H -3.423 -3.151 -2.541
H -1.716 -1.073 -3.999
H -2.964 -0.780 -2.782
C 1.621 1.799 -2.267
H 1.782 -0.336 -2.382
C 2.909 2.020 -3.069
H 0.896 2.595 -2.492
H 1.865 1.897 -1.203
C 2.700 1.846 -4.576
H 3.303 3.020 -2.852
H 3.663 1.299 -2.723
C 1.954 0.548 -4.920
H 2.130 2.703 -4.960
H 3.673 1.858 -5.082
C 0.678 0.339 -4.085
H 1.705 0.529 -5.987
H 2.628 -0.301 -4.738
H -0.068 1.101 -4.349
H 0.237 -0.632 -4.344
C 1.674 1.251 1.275
C 2.294 -0.009 0.775
H 1.562 2.083 0.575
C 3.213 -0.824 1.663
H 2.623 0.009 -0.277
C 3.137 -0.470 3.154
H 3.061 -1.899 1.534
H 4.242 -0.632 1.324
C 3.049 1.017 3.436
H 2.278 -0.982 3.606
H 4.030 -0.865 3.659
C 1.931 1.758 2.675
H 2.920 1.184 4.513
H 3.998 1.485 3.148
H 0.995 1.745 3.261
H 2.225 2.821 2.607
O -0.387 -3.032 5.129
C -0.625 -2.113 6.071
C -0.573 -2.505 7.421
C -0.726 -1.562 8.419
C -1.029 -0.227 8.098
C -1.115 0.170 6.759
C -0.839 -0.749 5.739
C -0.423 -0.277 4.367
O -0.712 0.888 4.015
O 0.271 -1.140 3.700
H -0.086 -2.448 4.332
H -0.375 -3.553 7.622
H -0.627 -1.868 9.457
H -1.174 0.525 8.872
H -1.338 1.193 6.450
```

Results
Multiplicity: 3
<S²>: 2.12
Orbital gap (spin up / spin down) (eV): 6.7836 / 4.8044

[2]
Computed, not measured: the ion C4H8NO2S with charge -1 in a non-equilibrium geometry, with ωB97M-V/def2-TZVPD.

```
16
C4H8NO2S | OMol25 | ωB97M-V/def2-TZVPD
O 2.324 2.585 -0.303
C 1.293 1.921 -0.423
N 1.192 0.685 0.066
C 0.055 -0.311 -0.102
C 0.473 -1.567 0.544
S -0.791 -2.974 0.262
C -1.296 0.245 0.363
O -1.970 0.648 -0.886
H 0.426 2.236 -1.040
H 1.907 0.299 0.662
H 0.047 -0.436 -1.194
H 0.610 -1.638 1.619
H 1.302 -2.096 0.050
H -2.251 -0.137 -1.359
H -1.344 1.090 1.055
H -1.976 -0.549 0.687
```

Results
SMILES: O=CN[C@H](CO)C[S-]
Net charge: -1
Orbital gap (eV): 6.6430

[3]
Computed, not measured: the ion C4H11S with charge +1 in a non-equilibrium geometry, with ωB97M-V/def2-TZVPD.

```
16
C4H11S | OMol25 | ωB97M-V/def2-TZVPD
C 2.040 0.024 -0.123
C -1.808 0.890 0.395
C -0.751 -1.539 -0.166
C 0.755 0.754 -0.607
S -0.921 0.028 -0.897
H 2.879 0.858 -0.089
H 2.276 -0.782 -0.916
H -1.734 2.014 0.197
H -1.316 0.644 1.263
H -2.831 0.589 0.344
H -1.628 -2.034 -0.515
H -0.619 -1.281 0.958
H 0.118 -1.936 -0.635
H 0.991 1.285 -1.527
H 2.116 -0.356 0.824
H 0.604 1.492 0.166
```

Results
Net charge: +1
Orbital gap (eV): 13.0109

[4]
Computed, not measured: an isolated molecule of C19H19FN4O4, with ωB97M-V/def2-TZVPD.

```
47
C19H19FN4O4 | OMol25 | ωB97M-V/def2-TZVPD
O 1.008 3.543 -1.976
C 0.641 2.718 -1.168
N 1.485 2.116 -0.302
C 1.098 1.277 0.812
H 0.121 1.595 1.184
C 2.113 1.381 1.953
H 3.005 0.787 1.756
H 1.657 1.010 2.872
C 2.553 2.846 2.141
C 3.222 3.363 0.859
C 2.886 2.480 -0.342
H 3.056 3.022 -1.273
H 3.489 1.568 -0.347
H 2.860 4.377 0.687
H 4.298 3.395 1.027
O 3.449 2.969 3.226
C 2.697 3.223 4.392
H 2.618 2.317 5.005
C 1.317 3.678 3.871
H 1.063 4.695 4.173
O 1.445 3.662 2.468
H 0.520 2.996 4.196
H 3.211 3.999 4.961
H 1.029 0.226 0.495
C -0.847 2.357 -1.077
N -1.137 0.945 -0.957
N -2.014 0.616 0.012
C -2.357 -0.601 0.175
N -1.868 -1.615 -0.600
C -2.107 -2.965 -0.600
C -2.944 -3.731 0.203
C -2.985 -5.088 -0.027
C -2.202 -5.651 -1.039
C -1.367 -4.919 -1.848
C -1.314 -3.541 -1.627
C -0.588 -2.488 -2.244
C -0.944 -1.332 -1.604
C -0.522 0.049 -1.812
O 0.292 0.413 -2.634
H 0.104 -2.566 -3.056
H -0.781 -5.394 -2.618
F -2.281 -6.986 -1.221
H -3.615 -5.735 0.562
H -3.545 -3.286 0.980
H -3.060 -0.833 0.956
H -1.301 2.751 -1.993
H -1.295 2.856 -0.215
```

Results
SMILES: O=C(Cn1ncn2c(cc3cc(F)ccc32)c1=O)N1CCC2(CC1)OCCO2
Orbital gap (eV): 8.4527

[5]
Computed, not measured: an isolated molecule of C3H6BrIO in a non-equilibrium geometry, with ωB97M-V/def2-TZVPD.

```
12
C3H6BrIO | OMol25 | ωB97M-V/def2-TZVPD
C 0.453 0.358 0.139
C -0.488 0.602 1.346
C 0.091 -0.782 -0.697
O 0.942 -0.860 -1.771
Br -1.796 -0.299 -1.629
I 0.150 2.419 2.253
H 1.456 0.286 0.454
H 0.424 1.255 -0.542
H -1.518 0.664 1.140
H -0.484 -0.198 1.950
H 0.003 -1.728 -0.307
H 0.766 -1.717 -2.336
```

Results
Multiplicity: 3
<S²>: 2.01
Orbital gap (spin up / spin down) (eV): 5.7628 / 6.2301

[6]
Computed, not measured: a cluster of 2 separate species, CH2O3S2 in total in a non-equilibrium geometry, with ωB97M-V/def2-TZVPD.

```
8
CH2O3S2 | OMol25 | ωB97M-V/def2-TZVPD
C 0.554 -0.250 -0.776
O -1.699 1.408 0.706
O -2.400 -0.930 0.263
O 1.105 0.960 -0.733
S 1.016 -1.589 -0.057
S -2.331 0.419 -0.156
H 1.740 1.110 -0.024
H 2.014 -1.128 0.776
```

Results
Orbital gap (eV): 8.2986

[7]
Computed, not measured: a cluster of 3 separate species, C4H7FO in total in a non-equilibrium geometry, with ωB97M-V/def2-TZVPD.

```
13
C4H7FO | OMol25 | ωB97M-V/def2-TZVPD
C -0.809 0.147 1.862
C -0.564 -0.349 0.581
C -0.245 0.411 -0.586
C 0.619 -0.164 -1.817
H -0.499 -0.516 2.703
H -1.727 -0.008 1.968
H -0.703 1.322 1.921
H -0.070 1.441 -0.565
H 0.030 -1.249 -2.584
H 0.534 0.624 -2.601
H 2.169 0.129 -0.022
O 2.110 -0.151 -1.384
F -0.846 -1.635 0.526
```

Results
Orbital gap (eV): 9.3098

[8]
Computed, not measured: a structure of composition C10H10BrCoF5OTe in a non-equilibrium geometry, with ωB97M-V/def2-TZVPD.

```
29
C10H10BrCoF5OTe | OMol25 | ωB97M-V/def2-TZVPD
C 1.754 -1.429 1.219
C 2.757 -0.419 1.378
C 2.235 0.599 2.216
H 3.777 -0.484 1.008
C 0.895 0.254 2.572
C 0.596 -1.023 1.983
H -0.340 -1.574 2.075
H 1.868 -2.348 0.645
H 2.810 1.421 2.623
H 0.256 0.810 3.244
Co 1.002 0.267 0.584
Br -0.738 0.187 -1.045
C -3.138 -1.244 -2.336
C -3.499 -2.115 -1.265
C -2.659 -3.267 -1.326
H -4.354 -1.983 -0.608
C -1.774 -3.113 -2.440
C -2.066 -1.865 -3.066
H -1.643 -1.497 -3.999
H -3.657 -0.331 -2.622
H -2.769 -4.164 -0.721
H -1.100 -3.874 -2.826
F -0.036 3.431 1.539
Te 1.409 3.812 0.342
F 1.263 5.627 0.948
F 2.862 4.415 -0.743
F 0.162 4.320 -1.003
F 2.627 3.576 1.802
O 1.499 2.012 -0.181
```

Results
Multiplicity: 4
Net charge: -2
<S²>: 3.78
Orbital gap (spin up / spin down) (eV): 3.8098 / 3.8629